# 1
The following is a quantum chemistry calculation of the molecule C4H8O, from the Open Molecules 2025 dataset.

Energy above the lowest of the compared OMol25 structures with the same formula, charge and spin: 26.4 kcal/mol
SMILES: OCC1CC1
E_HOMO: -10.106 eV
2S+1: 1

Last column: natural (NBO) charge in e.
CARTESIAN COORDINATES (ANGSTROEM)
O 0.121 1.673 1.020  -0.712
C 0.221 0.299 1.338  -0.058
C -0.129 -0.631 0.182  -0.265
C 0.707 -0.636 -1.062  -0.418
C -0.676 -0.058 -1.095  -0.424
H -0.789 1.846 0.745  0.463
H -0.406 0.041 2.207  0.161
H 1.267 0.153 1.630  0.180
H -0.534 -1.593 0.491  0.216
H 1.541 0.060 -1.101  0.217
H 0.874 -1.582 -1.572  0.214
H -0.737 1.025 -1.164  0.212
H -1.458 -0.597 -1.620  0.215


# 2
The following is a quantum chemistry calculation of an isolated ion of composition C2H7N2O and charge +1 at a distorted geometry, from the Open Molecules 2025 dataset.

Charge: +1
Energy above the lowest of the compared OMol25 structures with the same formula, charge and spin: 28.9 kcal/mol
SMILES: NC(=O)C[NH3+]
E_HOMO: -14.866 eV
2S+1: 1

Last column: natural (NBO) charge in e.
CARTESIAN COORDINATES (ANGSTROEM)
N -0.291 1.191 -1.097  -0.702
C 0.078 0.735 0.408  -0.284
C 0.133 -0.795 0.236  0.625
N 0.193 -1.816 1.117  -0.771
O 0.435 -1.030 -0.922  -0.628
H 0.186 0.654 -1.763  0.466
H -1.377 1.090 -1.304  0.460
H -0.065 2.201 -1.353  0.448
H -0.866 1.059 0.971  0.243
H 0.988 1.229 0.871  0.287
H 0.081 -1.781 2.085  0.412
H 0.507 -2.737 0.750  0.442